(1)
A structure of composition C19H42NOP3SW in a non-equilibrium geometry, computed with ωB97M-V/def2-TZVPD.

ORCA input file:
```
! wB97M-V def2-TZVPD RIJCOSX def2/J DEFGRID3
* xyz 4 3
W 0.9416 -0.3532 0.0395
P -0.0491 -0.0181 2.2084
P 1.1141 1.8784 -0.4238
P 3.0430 -1.3398 0.0441
H -4.3142 0.8703 -0.7405
C -3.9120 -0.0665 -1.1567
C -3.9519 -1.2359 -0.4886
H -4.3204 -1.3471 0.5512
C -1.7398 0.6164 2.2126
C 0.9050 1.1261 3.3072
C -0.1100 -1.5275 3.2041
C 0.8460 2.3155 -2.1700
C -0.0508 3.0624 0.3476
C 2.7387 2.6187 -0.0169
C 2.7839 -3.1535 0.1568
C 4.2760 -1.1367 1.3678
C 4.1110 -1.0707 -1.4082
H -3.5719 0.0083 -2.1765
H -3.4612 -2.1256 -0.9402
H -2.1300 0.8197 1.2113
H -1.8003 1.5491 2.7904
H -2.3939 -0.1347 2.6753
H 0.6981 2.1775 3.0722
H 1.9874 0.9553 3.2039
H 0.6033 0.8722 4.3333
H -1.0633 -2.0457 3.0236
H -0.0372 -1.2363 4.2631
H 0.7142 -2.2062 2.9533
H 0.9283 3.4131 -2.2407
H -0.1586 1.9896 -2.4810
H 1.6046 1.8439 -2.8079
H 0.1218 4.0229 -0.1609
H 0.1501 3.1831 1.4194
H -1.0994 2.7676 0.2012
H 2.7124 3.6117 -0.4975
H 3.5643 2.0206 -0.4281
H 2.8545 2.7263 1.0734
H 3.7716 -3.6331 0.1450
H 2.1835 -3.5331 -0.6814
H 2.2840 -3.3838 1.1129
H 5.0844 -1.8292 1.1457
H 3.8189 -1.3865 2.3426
H 4.6535 -0.1015 1.3666
H 4.9525 -1.7690 -1.3302
H 4.5146 -0.0392 -1.4019
H 3.5734 -1.2463 -2.3535
C 0.0972 -2.5122 -2.7435
C 0.8723 -2.4768 -3.9204
C 1.0241 -3.6540 -4.6666
C 0.3793 -4.8264 -4.2428
C -0.3288 -4.8706 -3.0289
C -0.4714 -3.7037 -2.2814
S -0.3288 -1.0787 -1.7614
H 1.9925 0.0334 1.2692
H 1.3416 -1.5419 -4.2256
H 1.6160 -3.6519 -5.5992
H 0.3928 -5.7100 -4.8924
H -0.7844 -5.7970 -2.6642
H -1.0284 -3.6830 -1.3440
C -4.0705 4.4274 2.3170
C -4.3970 3.4835 1.1894
N -5.7276 3.4144 0.8927
O -3.5688 2.8167 0.5635
H -4.2991 5.4608 2.0234
H -3.0060 4.3514 2.5427
H -4.6480 4.1728 3.2156
H -6.0199 2.8249 0.1282
H -6.4076 3.9913 1.3606
*
```

Values from the calculation:
Lowest unoccupied orbital energy (spin up / spin down) = -15.81 / -15.98 eV
Maximum force = 4.81 eV/A
HOMO (spin up / spin down) = -18.42 / -18.42 eV
Relative energy (zero: lowest compared OMol25 entry of this formula, charge and spin) = 0.0 kJ/mol

Need the Mulliken charges? In units of e they are: W 1.096; P 0.934; P 0.711; P 0.813; H 0.006; C -0.394; C -0.413; H 0.312; C -0.980; C -1.311; C -1.245; C -1.289; C -1.253; C -1.244; C -1.163; C -1.381; C -1.119; H 0.342; H 0.208; H 0.078; H 0.349; H 0.543; H 0.348; H 0.367; H 0.554; H 0.452; H 0.479; H 0.346; H 0.545; H 0.419; H 0.405; H 0.611; H 0.323; H 0.352; H 0.475; H 0.367; H 0.373; H 0.504; H 0.327; H 0.413; H 0.543; H 0.405; H 0.416; H 0.500; H 0.375; H 0.281; C 0.733; C -0.275; C -0.639; C -0.352; C -0.616; C -0.317; S -0.269; H -0.473; H 0.560; H 0.463; H 0.464; H 0.478; H 0.430; C -1.190; C 0.712; N -0.364; O -0.533; H 0.398; H 0.202; H 0.383; H 0.223; H 0.203

=====

(2)
An isolated molecule of C6H9N in a non-equilibrium geometry, computed with ωB97M-V/def2-TZVPD.

ORCA input file:
```
! wB97M-V def2-TZVPD RIJCOSX def2/J DEFGRID3
* xyz 0 1
C -1.3120 1.5516 0.2603
C -0.2974 0.4635 0.1911
C -0.4565 -0.9682 0.4505
C -0.0411 -1.2658 -0.9538
N 0.5204 0.1160 -1.0720
C 1.7072 0.0777 -0.1519
C 0.8404 0.0623 1.1008
H -2.1482 1.3289 -0.4125
H -0.8785 2.5123 -0.0307
H -1.6875 1.6298 1.2848
H -1.2222 -1.3884 1.1033
H 0.6548 -2.0887 -1.1566
H -0.9296 -1.3516 -1.5832
H 2.2187 1.0432 -0.2317
H 2.4305 -0.7269 -0.3244
H 0.6010 -0.9957 1.5261
*
```

Values from the calculation:
Lowest unoccupied orbital energy = 1.03 eV
Maximum force = 1.51 eV/A
HOMO = -8.47 eV
Relative energy (zero: lowest compared OMol25 entry of this formula, charge and spin) = 523.8 kJ/mol
SMILES = C[C@]12[C@@H]3CN1C[C@@H]32

Need the Mulliken charges? In units of e they are: C -1.309; C 0.896; C -0.401; C -0.429; N -0.541; C -0.347; C -0.600; H 0.293; H 0.308; H 0.321; H 0.478; H 0.304; H 0.243; H 0.248; H 0.293; H 0.242

=====

- Which of these has the highest relative energy (zero: lowest compared OMol25 entry of this formula, charge and spin)?
  C6H9N